[1]
{
  "formula": "C3H6OS",
  "method": "ωB97M-V/def2-TZVPD",
  "symbols": ["C", "O", "C", "C", "S", "H", "H", "H", "H", "H", "H"],
  "coordinates": [[0.09487, -1.09653, -0.89216], [-0.75999, -2.13957, -0.78907], [-0.44140, 0.31472, -0.21100], [0.40294, 0.73498, 0.95279], [-0.15881, 2.25389, 1.84069], [1.00806, -1.32348, -0.30006], [0.21344, -0.76913, -1.95083], [-1.49070, 0.09123, 0.00919], [-0.63846, 1.11769, -0.95445], [1.43002, 0.88815, 0.60710], [0.34003, -0.07196, 1.68781]],
  "forces_ev_per_angstrom": [[-1.748, 0.996, 0.978], [-0.206, -0.147, -0.153], [-0.725, -1.154, -1.391], [-0.675, 0.564, 0.428], [0.111, 0.274, 0.058], [0.663, 0.340, -0.683], [0.979, -0.240, -0.191], [0.161, -0.279, 0.828], [0.952, -0.053, 0.060], [0.045, -0.183, 0.174], [0.444, -0.117, -0.110]],
  "smiles": "[O-]CCC[S-]",
  "charge": -2,
  "homo_energy_ev": 1.3,
  "mol_weight_g_mol": 90.15,
  "orbital_gap_ev": 5.026,
  "largest_force_ev_per_a": 2.24,
  "lumo_ev": 6.34,
  "relative_energy_kcal_mol": 11.9
}


[2]
{
  "formula": "C12H10N3NiO3",
  "method": "ωB97M-V/def2-TZVPD",
  "symbols": ["Ni", "O", "C", "N", "C", "O", "C", "C", "C", "C", "C", "N", "C", "C", "C", "C", "C", "N", "H", "H", "H", "H", "H", "H", "H", "H", "O", "H", "H"],
  "coordinates": [[0.32950, 0.05256, -0.33090], [-1.12891, -0.38775, 3.27288], [-0.49837, -0.15993, 2.27824], [-0.89425, -0.30361, 0.96539], [-2.14193, -0.73526, 0.56882], [-3.06691, -1.06653, 1.25687], [-2.19436, -0.77409, -0.94423], [-3.33241, -1.14550, -1.63024], [-3.29636, -1.14325, -3.01424], [-2.12642, -0.76893, -3.65873], [-1.02571, -0.40797, -2.90332], [-1.05770, -0.41241, -1.56827], [0.93623, 0.32363, 2.31244], [1.59739, 0.57952, 3.49641], [2.90554, 1.02868, 3.43550], [3.50115, 1.20615, 2.19575], [2.77465, 0.92971, 1.05119], [1.51392, 0.49336, 1.10852], [-4.20888, -1.42234, -1.06117], [-4.16791, -1.42765, -3.58664], [-2.06008, -0.75528, -4.73647], [-0.09728, -0.11449, -3.36860], [1.06862, 0.42158, 4.42569], [3.45628, 1.24044, 4.34131], [4.51926, 1.55499, 2.10850], [3.20360, 1.05273, 0.06883], [1.61363, 0.61286, -1.74169], [1.64421, 1.49151, -2.13751], [2.23350, 0.03729, -2.20434]],
  "forces_ev_per_angstrom": [[0.099, 0.399, -0.243], [0.082, 0.122, 0.004], [0.146, -0.156, 0.156], [0.194, 0.029, -0.199], [-0.070, -0.244, -0.082], [-0.039, 0.085, -0.116], [-0.037, 0.056, 0.031], [0.100, 0.029, 0.134], [0.024, 0.009, -0.052], [0.035, 0.012, 0.027], [-0.070, -0.076, -0.029], [-0.185, -0.059, 0.277], [-0.048, 0.047, 0.037], [-0.139, -0.052, -0.119], [0.051, 0.019, -0.017], [-0.035, -0.011, -0.057], [0.060, -0.026, 0.098], [-0.253, -0.092, 0.202], [-0.004, -0.006, 0.002], [-0.020, -0.008, -0.014], [0.006, 0.005, -0.014], [-0.009, 0.003, -0.030], [-0.007, -0.007, 0.012], [0.009, 0.001, 0.014], [0.016, 0.008, -0.011], [0.026, 0.014, 0.002], [0.105, -0.103, -0.034], [-0.026, -0.015, 0.021], [-0.011, 0.015, -0.001]],
  "charge": 1,
  "homo_energy_ev": [-12.7, -12.7],
  "mol_weight_g_mol": 302.92,
  "orbital_gap_ev": [9.170, 9.133],
  "largest_force_ev_per_a": 0.48,
  "lumo_ev": [-3.56, -3.60]
}


[3]
{
  "formula": "C4H14O4",
  "method": "ωB97M-V/def2-TZVPD",
  "symbols": ["C", "C", "C", "O", "C", "O", "H", "H", "H", "H", "H", "H", "H", "H", "H", "H", "H", "H", "O", "H", "H", "O"],
  "coordinates": [[0.94822, -1.13788, 1.30570], [-0.34678, -0.49790, 1.66098], [-0.68248, -0.10708, 3.13572], [0.31368, 0.75574, 3.62779], [1.47997, -0.77430, -0.10371], [1.22742, 0.56529, -0.49491], [0.99072, -2.23657, 1.17699], [1.78489, -0.77776, 1.92685], [-1.25086, -0.92455, 1.15582], [-0.47585, 0.46669, 1.12825], [-0.63859, -0.99840, 3.78093], [-1.63248, 0.42406, 3.00216], [0.95336, 1.07574, 3.00086], [1.05812, -1.36976, -0.91937], [2.57356, -1.01680, -0.11238], [1.95376, 1.15216, -0.27060], [-2.24467, -0.20364, -5.09509], [-2.00581, -0.77313, -6.42305], [-2.73589, -0.62152, -5.81621], [-1.22791, 2.37048, -1.97788], [0.30550, 2.02192, -2.03530], [-0.34789, 2.60720, -1.65356]],
  "forces_ev_per_angstrom": [[1.598, -0.192, -1.473], [-2.466, 1.146, -0.530], [1.342, -0.828, -2.113], [-0.089, 0.429, 1.488], [0.628, 0.024, -0.432], [0.227, 0.179, -0.168], [-0.333, 0.287, 1.124], [-0.542, -0.448, 0.476], [0.686, -0.730, 0.743], [0.948, -0.025, 0.261], [-0.765, 0.415, -0.046], [-0.069, -0.355, 0.906], [-0.087, -0.062, -0.745], [-0.289, -0.141, 0.341], [-0.702, 0.288, -0.044], [0.055, -0.099, 0.195], [-0.475, -0.011, 0.155], [-0.166, -0.233, -0.451], [0.643, 0.241, 0.293], [0.536, -0.125, -0.027], [-0.169, -0.452, -0.051], [-0.512, 0.691, 0.099]],
  "smiles": "OCCCCO.O.O",
  "homo_energy_ev": -10.3,
  "mol_weight_g_mol": 126.15,
  "orbital_gap_ev": 10.527,
  "largest_force_ev_per_a": 2.77,
  "lumo_ev": 0.26,
  "relative_energy_kcal_mol": 33.4
}


[4]
{
  "formula": "C11H20Br2NSiY",
  "method": "ωB97M-V/def2-TZVPD",
  "symbols": ["Y", "Br", "C", "Br", "H", "H", "C", "Si", "C", "C", "C", "H", "H", "H", "H", "H", "H", "H", "H", "H", "H", "H", "C", "C", "C", "C", "N", "C", "C", "H", "H", "H", "H", "H", "H", "H"],
  "coordinates": [[-0.04784, -1.73103, -0.52136], [-3.13641, -2.17281, -0.99495], [-2.74132, -3.71979, -2.10026], [-0.85242, -3.75372, -2.57814], [-3.31267, -3.64198, -3.01732], [-2.96408, -4.61257, -1.52990], [0.90349, 1.59129, -0.77273], [1.38279, 0.43657, -2.19333], [-0.26423, -0.02444, -3.03669], [2.63525, 1.21223, -3.31572], [1.91319, -1.19449, -1.38995], [1.04067, 2.62652, -1.09308], [1.52784, 1.44989, 0.11257], [-0.14707, 1.51812, -0.46528], [-0.73464, 0.86067, -3.47049], [-1.07450, -0.40039, -2.37179], [-0.14618, -0.76809, -3.82687], [2.27980, 2.16709, -3.70640], [2.89015, 0.56962, -4.15908], [3.55099, 1.39631, -2.75045], [2.74436, -1.04153, -0.69271], [2.23600, -1.91429, -2.15568], [-0.64170, 2.05701, 4.83970], [-0.56185, 1.11798, 3.68480], [0.55791, 0.31576, 3.46035], [0.58260, -0.53854, 2.38327], [-0.44108, -0.65350, 1.51200], [-1.52448, 0.12413, 1.72410], [-1.61861, 1.00129, 2.77478], [0.26458, 2.04088, 5.43908], [-1.48813, 1.79350, 5.47654], [-0.81332, 3.07503, 4.48632], [1.40856, 0.35533, 4.12667], [1.45282, -1.16465, 2.20743], [-2.34516, 0.02796, 1.02080], [-2.51531, 1.59462, 2.89379]],
  "forces_ev_per_angstrom": [[-0.291, 0.315, -0.278], [-0.009, -0.119, -0.035], [0.053, 0.085, -0.004], [-0.062, -0.135, 0.100], [0.013, 0.024, 0.000], [0.012, -0.004, -0.009], [-0.021, -0.077, -0.043], [0.246, -0.009, 0.277], [-0.007, -0.100, 0.110], [-0.141, -0.088, -0.061], [0.048, -0.044, 0.091], [-0.042, 0.010, -0.008], [0.032, 0.016, -0.020], [0.017, -0.008, 0.014], [0.032, 0.027, -0.005], [-0.030, 0.023, -0.041], [0.004, 0.028, -0.028], [-0.007, 0.003, -0.004], [-0.009, -0.012, 0.002], [-0.008, 0.011, 0.010], [0.050, 0.057, -0.054], [0.023, 0.045, -0.034], [-0.010, 0.022, 0.021], [0.025, -0.040, -0.037], [-0.016, 0.009, 0.027], [-0.002, -0.065, -0.024], [0.122, 0.044, -0.003], [-0.028, -0.045, 0.038], [-0.018, 0.001, 0.007], [0.001, 0.002, 0.002], [0.002, 0.000, 0.002], [0.001, 0.002, 0.000], [0.002, 0.000, 0.002], [0.009, 0.016, -0.010], [0.010, 0.006, -0.002], [-0.002, 0.003, -0.003]],
  "charge": 2,
  "homo_energy_ev": -15.4,
  "mol_weight_g_mol": 443.09,
  "orbital_gap_ev": 8.103,
  "largest_force_ev_per_a": 0.51,
  "lumo_ev": -7.30,
  "relative_energy_kcal_mol": 10.8
}


[5]
{
  "formula": "C6H6N2O4",
  "method": "ωB97M-V/def2-TZVPD",
  "symbols": ["C", "C", "C", "C", "C", "C", "N", "N", "O", "O", "O", "O", "H", "H", "H", "H", "H", "H"],
  "coordinates": [[1.02946, -2.70904, -1.63792], [0.31260, -2.88691, -0.23853], [0.51858, -1.55910, -2.48381], [-0.18429, -0.61642, -0.40217], [1.22509, -0.04410, -0.02905], [-1.31452, 0.24425, 0.20146], [3.00557, -3.98611, -2.05360], [2.06217, -3.45799, -1.84287], [0.28035, -3.98163, 0.17618], [0.80041, -1.49460, -3.64416], [-0.42844, -1.87100, 0.20895], [-0.21728, -0.69940, -1.77535], [1.43268, -0.08494, 1.07456], [1.34820, 1.03193, -0.21953], [2.01721, -0.51082, -0.58010], [-2.20301, -0.46546, 0.23654], [-1.70584, 1.08511, -0.42109], [-0.81428, 0.56682, 1.12086]],
  "forces_ev_per_angstrom": [[-1.362, 1.607, 1.866], [0.342, 0.499, -3.005], [1.584, -1.722, 0.207], [1.176, 1.692, 1.478], [-0.432, 0.596, 1.600], [-0.676, -0.835, -1.501], [9.009, -4.991, -2.457], [-8.338, 4.403, 2.022], [-0.084, -1.674, 1.698], [-0.652, 0.740, 0.113], [0.409, -0.332, 0.245], [-1.421, 0.717, -2.175], [-0.281, -0.510, -0.969], [-0.621, -0.264, -0.420], [0.444, -0.555, -0.164], [1.093, 1.018, 0.829], [1.039, -0.457, 0.411], [-1.229, 0.068, 0.222]],
  "homo_energy_ev": [-6.5, -10.9],
  "mol_weight_g_mol": 170.12,
  "spin_multiplicity": 3,
  "orbital_gap_ev": [6.998, 7.993],
  "largest_force_ev_per_a": 10.59,
  "lumo_ev": [0.50, -2.93],
  "relative_energy_kcal_mol": 0.0
}


[6]
{
  "formula": "C5H10F2O",
  "method": "ωB97M-V/def2-TZVPD",
  "symbols": ["C", "C", "C", "C", "C", "O", "F", "F", "H", "H", "H", "H", "H", "H", "H", "H", "H", "H"],
  "coordinates": [[-0.69536, 0.66638, 2.15497], [1.28154, -0.82808, 1.53466], [-0.51262, -0.37904, -2.37306], [-0.13533, -0.52128, 1.40963], [-0.19359, 0.59868, -1.20622], [-0.51343, 0.18273, -3.70998], [-0.93901, 1.70874, -1.05507], [1.14992, 1.03025, -1.10407], [0.19059, 1.36484, 2.36500], [-1.09622, 0.32337, 3.04208], [-1.59379, 1.23997, 1.67159], [1.75937, -0.16824, 0.71812], [1.60394, -0.38604, 2.57283], [1.53789, -1.92827, 1.54797], [-1.50152, -0.83525, -2.06359], [0.05060, -1.25799, -2.37364], [-0.84069, -1.23059, 0.86932], [0.44772, 0.41982, -4.00053]],
  "forces_ev_per_angstrom": [[0.689, 1.773, -2.652], [1.385, 0.962, 1.267], [-1.568, 1.716, 0.547], [-2.687, -0.305, -1.680], [1.666, 0.035, 0.297], [1.849, 0.402, 0.257], [0.144, -0.931, -0.483], [-1.696, -0.752, -0.556], [-1.540, -0.665, -0.193], [-0.687, -0.650, 2.362], [1.901, -1.016, 0.419], [0.156, -1.388, 1.185], [-0.144, -0.819, -1.870], [-0.115, 1.339, -0.504], [0.435, 1.150, -1.006], [1.789, -1.014, 0.466], [0.958, 0.923, 1.018], [-2.536, -0.761, 1.126]],
  "homo_energy_ev": [-7.4, -8.7],
  "mol_weight_g_mol": 124.13,
  "orbital_gap_ev": [7.657, 9.446],
  "largest_force_ev_per_a": 3.26,
  "lumo_ev": [0.23, 0.77],
  "relative_energy_kcal_mol": 120.0
}


Energy across the listed records, respectively: -591.212782; -2361.436347; -461.702974; -5961.227557; -642.541025; -471.306303 Ha.